Record 1
15
Properties=species:S:1:pos:R:3 method="wB97M-V/def2-TZVPD" homo_ev=-9.2 total_charge=0 orbital_gap_ev=7.0 lumo_ev=-2.229
H -0.32 1.47 -2.38
C 0.36 1.05 -1.58
C -1.04 -1.36 1.19
H -1.45 -2.01 0.41
H 1.56 1.49 3.55
H -1.84 -0.67 1.87
O 1.34 1.59 1.85
H -0.38 -2.06 1.70
H 1.36 1.07 -2.08
O -0.52 -1.16 -1.80
H 0.07 1.73 2.41
H 0.18 0.46 0.93
N -0.17 -0.43 0.37
C -0.13 -0.33 -1.04
H 0.28 2.07 -0.83

Record 2
15
Properties=species:S:1:pos:R:3 method="wB97M-V/def2-TZVPD" homo_ev=-9.0 smiles="CNC(C)=O.O" total_charge=0 orbital_gap_ev=9.4 lumo_ev=0.347
C 2.46 0.79 -0.62
O -2.17 -0.83 2.29
C -1.13 -0.31 0.07
H -1.87 0.21 -0.48
H -2.10 -1.71 2.62
N 1.21 0.56 -0.03
H 3.07 1.83 -0.61
H -1.43 -1.43 0.26
H -2.63 -0.27 3.00
C 0.12 0.02 -0.72
H -1.38 0.05 1.10
H 0.73 0.85 1.01
H 2.32 0.33 -1.73
O 0.05 0.00 -1.92
H 3.14 -0.09 -0.34

Record 3
15
Properties=species:S:1:pos:R:3 method="wB97M-V/def2-TZVPD" homo_ev=-9.7 smiles="CC(=O)O.CN" total_charge=0 orbital_gap_ev=10.6 lumo_ev=0.845
C -0.85 0.58 -1.55
O 1.41 0.71 1.76
H -1.21 -0.19 1.36
H 1.68 -0.95 -0.16
H 0.77 0.25 -2.77
H 1.02 1.43 -1.60
H -0.60 -0.27 3.11
C 0.82 -0.31 1.53
H -0.66 -1.72 1.91
N 0.59 0.53 -1.81
C -0.55 -0.65 2.10
H -1.15 1.30 -0.79
O 1.32 -1.24 0.69
H -1.17 -0.43 -1.35
H -1.41 0.96 -2.42

Record 4
15
Properties=species:S:1:pos:R:3 method="wB97M-V/def2-TZVPD" homo_ev=-9.4 smiles="CC=O.NCO" total_charge=0 orbital_gap_ev=10.4 lumo_ev=0.968
O 0.76 1.70 -0.81
H -2.29 1.44 0.43
H -0.36 -2.55 0.91
O 1.78 -0.35 0.88
C 1.44 -1.51 0.87
H -0.31 -1.29 -0.35
H 0.54 -2.85 -0.54
H 2.05 -2.20 1.48
H -1.12 2.32 0.98
C 0.27 -2.06 0.17
H -0.90 0.79 -1.49
N -1.27 1.52 0.39
C -0.65 1.68 -0.89
H 1.04 0.82 -0.53
H -0.95 2.53 -1.51

Record 5
15
Properties=species:S:1:pos:R:3 method="wB97M-V/def2-TZVPD" homo_ev=-9.6 total_charge=0 orbital_gap_ev=7.9 lumo_ev=-1.694
H -0.67 0.75 -1.58
H -0.40 -1.49 2.41
C 0.35 -1.10 1.69
C -0.54 -0.06 -0.88
H 0.12 -2.06 -0.78
H 0.51 1.99 0.63
H 0.37 -1.14 -2.31
H -1.05 1.99 0.70
C 0.46 -1.12 -1.21
N -0.28 2.60 0.42
H 1.42 -0.73 -0.88
O 1.31 -1.86 1.62
H -0.33 2.45 -0.59
H -1.44 -0.21 -0.29
O 0.18 -0.01 1.04

Record 6
15
Properties=species:S:1:pos:R:3 method="wB97M-V/def2-TZVPD" homo_ev="-13.9 / -13.9" multiplicity=2 s_squared=0.7580 total_charge=+1 orbital_gap_ev="7.8 / 3.5" lumo_ev="-6.067 / -10.327"
H 1.40 2.24 -1.10
C -1.13 -0.59 0.70
H -1.33 0.22 -0.16
H 3.39 1.65 -2.34
H -0.77 -2.35 -0.06
H -1.91 -1.29 2.59
H -0.08 -0.60 0.94
N 2.59 1.19 -2.40
C -1.89 -0.34 1.97
C 1.75 1.18 -1.33
H -1.67 0.41 2.68
H 2.77 0.42 -2.97
H -2.99 -0.25 1.91
O 1.43 0.10 -0.76
O -1.57 -1.99 0.33